a.
Formula: C5H14N2O
Source: the OMol25 dataset
Level of theory: the ωB97M-V functional and the def2-TZVPD basis

Properties
spin multiplicity: 1
SMILES string: C=NCC.CNCO
frontier orbital gap: 0.3764 hartree

The geometry in XYZ format:
```
22
C5H14N2O, DFT the ωB97M-V functional and the def2-TZVPD basis
C -1.4007 2.6251 -0.8722
N -0.3521 1.6251 -0.6797
C -0.2064 0.8204 -1.8813
O 0.9932 0.0726 -1.8368
H -1.3495 3.1532 -1.8293
H -1.4325 3.3401 -0.0503
H -2.3669 2.1145 -0.7999
H 0.5388 2.1032 -0.5780
H -0.0799 1.4663 -2.7647
H -1.1010 0.2093 -2.0546
C -0.9808 -1.5618 1.2588
C 0.4148 -0.9771 1.5219
C 2.3518 -2.1030 1.0084
N 1.3556 -1.4957 0.5263
H -1.3613 -1.2133 0.3035
H -0.8851 -2.6437 1.3485
H -1.6658 -1.3206 2.0746
H 0.3440 0.1063 1.4058
H 0.7198 -1.1994 2.5471
H 3.0914 -2.4723 0.3028
H 2.5096 -2.2185 2.0823
H 0.8629 -0.4309 -1.0331
```

Atom charges from the Löwdin analysis, given in e for atoms 1 to 5: -0.139 -0.111 -0.340 -0.059 0.073

b.
Formula: C5H14N2O
Source: the OMol25 dataset
Level of theory: the ωB97M-V functional and the def2-TZVPD basis

Properties
spin multiplicity: 1
frontier orbital gap (spin up / spin down): 0.3012 / 0.3012 hartree

The geometry in XYZ format:
```
22
C5H14N2O, DFT the ωB97M-V functional and the def2-TZVPD basis
C -1.6963 0.1736 0.4210
C 1.0780 -0.3626 0.2078
C -1.9050 1.1617 1.5100
C 1.7572 0.9924 0.0480
C 1.9998 -1.5272 -0.1429
N -1.0273 -0.1626 -1.7989
N -1.6503 0.5424 -0.8502
O -1.4082 -1.5413 -1.6702
H -1.4444 -1.8339 -2.5868
H 0.2479 -0.4073 -0.6853
H -1.5683 1.5360 -1.0489
H -1.7872 -0.8816 0.6159
H 0.7658 -0.4807 1.2474
H -1.7560 2.1822 1.1553
H -2.9091 1.0868 1.9351
H -1.1980 0.9746 2.3203
H 2.8905 -1.5336 0.4921
H 1.4920 -2.4812 -0.0001
H 2.0333 1.1613 -0.9938
H 1.0906 1.8015 0.3503
H 2.6639 1.0576 0.6537
H 2.3309 -1.4582 -1.1798
```

Atom charges from the Löwdin analysis, given in e for atoms 1 to 5: -0.172 -0.346 -0.076 -0.124 -0.128

c.
Formula: C5H14N2O
Source: the OMol25 dataset
Level of theory: the ωB97M-V functional and the def2-TZVPD basis

Properties
spin multiplicity: 1
SMILES string: [H]/N=C(\C)NC.CCO
frontier orbital gap: 0.3397 hartree

The geometry in XYZ format:
```
22
C5H14N2O, DFT the ωB97M-V functional and the def2-TZVPD basis
C -1.6312 -1.1368 -0.2769
C -2.8228 -0.2526 0.0739
O -1.1026 -0.8017 -1.5691
H -1.8024 -0.8903 -2.2290
H -1.9876 -2.1787 -0.3078
H -0.4238 0.4625 0.7068
H -3.6295 -0.3397 -0.6637
H -2.5342 0.8007 0.0913
H -3.2214 -0.5242 1.0522
C 0.7561 2.0339 -0.0851
C 2.7884 -0.0413 0.1502
C 1.4104 -0.2053 0.7282
N 0.8745 -1.3517 1.0262
N 0.5585 0.8367 0.7012
H -0.5290 -1.3412 0.4220
H 1.5106 -2.1388 1.0344
H 1.7564 2.4453 0.0637
H 0.5960 1.8398 -1.1518
H 0.0340 2.7794 0.2379
H 2.7239 0.1664 -0.9189
H 3.3687 -0.9516 0.2860
H 3.3072 0.7893 0.6284
```

Atom charges from the Löwdin analysis, given in e for atoms 1 to 5: -0.373 -0.111 -0.125 0.071 0.092

d.
Formula: C5H14N2O
Source: the OMol25 dataset
Level of theory: the ωB97M-V functional and the def2-TZVPD basis

Properties
spin multiplicity: 1
frontier orbital gap: 0.3080 hartree

The geometry in XYZ format:
```
22
C5H14N2O, DFT the ωB97M-V functional and the def2-TZVPD basis
C -0.8148 0.0078 -0.8238
C -1.0706 1.1655 -1.7738
N -1.9861 -0.2543 -0.0303
H -2.3209 0.5900 0.4199
H -1.7991 -0.9450 0.6881
H -0.5768 -0.9048 -1.3862
H 0.8801 0.5046 -0.8917
H -1.9126 0.9493 -2.4372
H -0.1996 1.3515 -2.4050
H -1.2817 2.0798 -1.2137
C 0.9610 -2.2008 0.9916
C 0.4646 1.4315 1.2004
C 0.7360 0.1438 0.4693
O 0.4852 -0.9057 1.3413
N 1.9154 0.1341 -0.2989
H 2.0369 -0.7543 -0.7770
H 2.0513 -2.2160 0.9335
H 0.5434 -2.5424 0.0391
H 0.6425 -2.8609 1.7951
H 1.2392 1.5523 1.9594
H 0.5168 2.2745 0.5166
H -0.5100 1.3996 1.6833
```

Atom charges from the Löwdin analysis, given in e for atoms 1 to 5: -0.357 -0.094 0.022 0.069 0.070

Relative calculated energies, zero for the most stable structure, unit kcal/mol: a 0.0; b 74.9; c 7.0; d 55.0.

a.
Formula: C5H14N2O
Source: the OMol25 dataset
Level of theory: the ωB97M-V functional and the def2-TZVPD basis

Properties
spin multiplicity: 1
frontier orbital gap (spin up / spin down): 0.2637 / 0.2639 hartree

The geometry in XYZ format:
```
22
C5H14N2O, DFT the ωB97M-V functional and the def2-TZVPD basis
C 0.5986 0.1715 1.6728
C 1.0494 2.2245 0.6247
C -1.5429 1.0511 -0.4780
N 0.0876 1.3484 1.2628
H 0.4280 -0.5949 0.6338
H 1.6872 0.0875 1.7814
H 1.5501 2.7848 1.4237
H 0.5479 2.9416 -0.0223
H 1.8285 1.7063 0.0493
H -2.2511 0.7244 0.2771
H -1.4148 2.1246 -0.4533
H -1.8745 0.7357 -1.4765
H 0.0331 -0.3156 2.4669
C -0.8440 -2.2931 -0.3752
N 0.0291 -1.1462 -0.5991
C 1.0237 -1.2533 -1.5197
O 1.2792 -2.2499 -2.1701
H -0.6253 0.0391 -0.5567
H 1.6324 -0.3328 -1.5921
H -1.6818 -1.9774 0.2456
H -0.3075 -3.1013 0.1251
H -1.2329 -2.6748 -1.3201
```

Atom charges from the Löwdin analysis, given in e for atoms 1 to 5: -0.158 -0.132 -0.079 -0.065 0.109

b.
Formula: C5H14N2O
Source: the OMol25 dataset
Level of theory: the ωB97M-V functional and the def2-TZVPD basis

Properties
spin multiplicity: 1
SMILES string: C[C@@H](CCN)NCO
frontier orbital gap: 0.3568 hartree

The geometry in XYZ format:
```
22
C5H14N2O, DFT the ωB97M-V functional and the def2-TZVPD basis
C -1.1494 1.3491 -0.1884
C 0.0460 0.4214 -0.0481
C 0.0339 -0.8406 -0.9261
C -1.2223 -1.6999 -0.8913
N -1.2680 -2.4682 0.3972
N 1.3295 1.0856 -0.2561
C 2.3251 1.0578 0.7544
O 2.0143 1.7581 1.9816
H -1.1567 2.0514 -1.0334
H -2.0203 0.7268 -0.4038
H -1.4468 1.8671 0.7226
H 0.0614 0.1371 1.0015
H 0.2432 -0.5273 -1.9505
H 0.8262 -1.4577 -0.5092
H -1.3455 -2.4354 -1.6842
H -2.1236 -1.0914 -0.9240
H -1.0748 -3.4398 0.2159
H -2.0874 -2.3124 0.9563
H 1.2832 1.9739 -0.7391
H 2.4511 0.0288 1.0731
H 3.1294 1.6597 0.3434
H 1.1518 2.1559 2.1083
```

Atom charges from the Löwdin analysis, given in e for atoms 1 to 5: -0.049 -0.405 -0.163 -0.260 -0.004

Relative calculated energies, zero for the most stable structure, unit kcal/mol: a 101.5; b 0.0.

a.
Formula: C19H23NO3S
Source: the OMol25 dataset
Level of theory: the ωB97M-V functional and the def2-TZVPD basis

Properties
spin multiplicity: 1
SMILES string: Cc1ccc(S(=O)(=O)C[C@H](c2ccccc2)N2CCOCC2)cc1
frontier orbital gap: 0.3264 hartree

The geometry in XYZ format:
```
47
C19H23NO3S, DFT the ωB97M-V functional and the def2-TZVPD basis
C 1.8721 -3.5969 -3.0991
C 0.8610 -2.9418 -2.2107
C 0.7963 -3.2607 -0.8574
C -0.1420 -2.6635 -0.0354
C -1.0211 -1.7420 -0.5701
C -0.9853 -1.4208 -1.9130
C -0.0446 -2.0220 -2.7305
H -0.0088 -1.7731 -3.7812
H -1.6979 -0.7057 -2.2950
S -2.1846 -0.9133 0.5163
O -2.9780 -0.0053 -0.2723
O -2.8777 -1.8936 1.3088
C -1.1035 0.0532 1.6200
H -0.5684 -0.6752 2.2217
H -1.7451 0.6478 2.2640
C -0.1685 0.9251 0.7726
N -0.3815 2.3327 1.1175
C 0.6839 3.2491 0.7364
H 1.6478 2.8499 1.0515
C 0.7047 3.5459 -0.7670
O -0.5289 4.0776 -1.1953
C -1.5925 3.1985 -0.8879
C -1.6455 2.8561 0.6060
H -2.4438 2.1316 0.7620
H -1.8652 3.7640 1.1754
H -2.5065 3.7109 -1.1894
H -1.4990 2.2750 -1.4787
H 1.4584 4.3001 -1.0004
H 0.9362 2.6252 -1.3268
H 0.4982 4.1840 1.2743
C 1.2574 0.4830 0.9963
C 2.0050 -0.0530 -0.0421
C 3.2944 -0.5059 0.1818
C 3.8515 -0.4190 1.4449
C 3.1145 0.1240 2.4855
C 1.8242 0.5674 2.2643
H 1.2456 0.9950 3.0692
H 3.5467 0.1985 3.4723
H 4.8571 -0.7711 1.6198
H 3.8625 -0.9264 -0.6346
H 1.5769 -0.1246 -1.0319
H -0.4195 0.7335 -0.2854
H -0.2060 -2.9128 1.0120
H 1.4896 -3.9792 -0.4461
H 2.1559 -2.9395 -3.9173
H 2.7614 -3.8732 -2.5382
H 1.4501 -4.5052 -3.5298
```

Atom charges from the Löwdin analysis, given in e for atoms 1 to 5: -0.044 -0.272 -0.030 -0.051 -0.293

b.
Formula: C19H23NO3S
Source: the OMol25 dataset
Level of theory: the ωB97M-V functional and the def2-TZVPD basis

Properties
spin multiplicity: 1
SMILES string: COc1cc(C[C@@H](C)O/C(S)=N/CCc2ccccc2)ccc1O
frontier orbital gap: 0.3236 hartree

The geometry in XYZ format:
```
47
C19H23NO3S, DFT the ωB97M-V functional and the def2-TZVPD basis
N -0.8673 -0.8166 0.1821
O 2.2295 3.9703 -4.7370
O 3.6522 2.9479 -2.8097
O -1.6941 1.3543 -0.1174
S -3.1751 -0.5596 -1.2016
C -1.7776 0.0011 -0.3359
C -0.7666 -6.8245 2.8251
C 0.2599 -5.9143 2.6435
C -2.0511 -6.4453 2.4656
C 0.2820 4.1373 -3.3971
C 0.0009 -4.6280 2.1499
C -2.2989 -5.2201 1.8753
C -0.3580 3.9506 -2.1584
C 1.7417 3.0820 -1.2196
C 1.5980 3.8005 -3.5488
C 2.3286 3.2616 -2.4981
C -1.2982 -4.2676 1.7275
C 0.3722 3.4407 -1.0686
C 4.6094 3.2405 -1.7921
C -0.9039 1.7503 2.1327
C -0.8623 -2.3071 0.0302
C -1.5806 -2.8341 1.3014
C -0.3234 3.3203 0.2718
C -0.5777 1.8403 0.6329
H 3.1611 3.6936 -4.6682
H -3.6561 0.6931 -1.3518
H -0.5954 -7.8080 3.2736
H 1.3014 -6.1367 2.8895
H -2.8923 -7.1395 2.5966
H -0.2725 4.5604 -4.2304
H 0.7824 -3.8956 2.0541
H -3.2977 -5.0210 1.6048
H -1.4070 4.1957 -2.0834
H 2.3097 2.7068 -0.3881
H 4.6663 4.3023 -1.5182
H 5.6068 2.9840 -2.1784
H 4.4839 2.6143 -0.8842
H -1.7141 2.4568 2.3538
H -0.0390 2.0112 2.7731
H -1.2260 0.7380 2.3506
H -1.4415 -2.6155 -0.8670
H 0.1565 -2.6398 -0.0457
H -2.6796 -2.6993 1.1604
H -1.2371 -2.1929 2.1059
H 0.3485 3.7753 1.0130
H -1.2331 3.8965 0.2544
H 0.3353 1.2398 0.4319
```

Atom charges from the Löwdin analysis, given in e for atoms 1 to 5: 0.022 0.067 -0.108 -0.083 0.869

c.
Formula: C19H23NO3S
Source: the OMol25 dataset
Level of theory: the ωB97M-V functional and the def2-TZVPD basis

Properties
spin multiplicity: 1
SMILES string: COc1cc(SC)ccc1C(=O)NCCOc1ccc(C)c(C)c1
frontier orbital gap: 0.3105 hartree

The geometry in XYZ format:
```
47
C19H23NO3S, DFT the ωB97M-V functional and the def2-TZVPD basis
C -4.0456 -3.3892 0.2436
H -4.5397 -3.2741 1.2121
H -3.4169 -4.2784 0.2634
O -3.1701 -2.3157 -0.0204
C -3.6665 -1.0422 -0.0515
C -5.0162 -0.7674 0.1005
C -5.4964 0.5397 0.0763
C -4.6150 1.5969 -0.0898
C -3.2715 1.3204 -0.2336
C -2.7640 0.0250 -0.2304
C -1.2847 -0.0819 -0.3899
O -0.5609 0.8875 -0.2300
N -0.7947 -1.2825 -0.7766
H -1.4020 -2.0852 -0.7554
C 0.6276 -1.4919 -0.8857
H 1.0690 -0.5927 -1.3238
H 0.8182 -2.3400 -1.5458
C 1.2707 -1.7430 0.4916
H 0.9675 -0.9472 1.1823
H 0.9279 -2.7027 0.8918
O 2.6690 -1.8516 0.4189
C 3.4202 -0.7099 0.2920
C 4.7960 -0.9165 0.2137
C 5.6827 0.1385 0.1001
C 5.1886 1.4469 0.0634
C 3.8196 1.6414 0.1408
C 2.9277 0.5871 0.2532
H 1.8727 0.8056 0.3012
H 3.4255 2.6472 0.1105
C 6.1195 2.6156 -0.0586
H 6.7046 2.5490 -0.9758
H 6.8179 2.6414 0.7778
H 5.5625 3.5490 -0.0718
C 7.1560 -0.1243 0.0183
H 7.6782 0.3621 0.8416
H 7.5646 0.2707 -0.9114
H 7.3595 -1.1910 0.0608
H 5.1562 -1.9338 0.2466
H -2.5614 2.1248 -0.3537
H -4.9528 2.6193 -0.1064
S -7.2391 0.7141 0.2716
C -7.5117 2.5061 0.1944
H -8.5823 2.6440 0.3093
H -6.9869 2.9962 1.0090
H -7.1918 2.8882 -0.7705
H -5.7340 -1.5594 0.2396
H -4.7980 -3.4960 -0.5433
```

Atom charges from the Löwdin analysis, given in e for atoms 1 to 5: -0.066 0.101 0.097 -0.109 -0.200

Relative calculated energies, zero for the most stable structure, unit kcal/mol: a 26.3; b 35.1; c 0.0.

a.
Formula: C4H12NS
Source: the OMol25 dataset
Level of theory: the ωB97M-V functional and the def2-TZVPD basis

Properties
charge: +1
spin multiplicity: 1
SMILES string: C[C@@H]([NH3+])CCS
frontier orbital gap: 0.3588 hartree

The geometry in XYZ format:
```
18
C4H12NS, DFT the ωB97M-V functional and the def2-TZVPD basis
C -0.2172 -1.2097 -1.6405
C 0.2014 -0.4676 -0.4008
C -0.7123 0.7401 -0.0668
C -1.0646 0.8380 1.3932
S 0.4759 1.1050 2.3890
N 1.6522 0.0042 -0.4755
H -0.6627 -0.6179 -2.4440
H 0.5680 -1.7631 -2.1563
H -1.0264 -1.8848 -1.3607
H 0.1714 -1.0866 0.4901
H -1.6356 0.3915 -0.5400
H -0.3933 1.6555 -0.5443
H -1.9267 1.4150 1.6881
H -1.2926 -0.1669 1.7378
H 0.0069 0.6417 3.5530
H 1.7242 0.6136 -1.2924
H 1.8536 0.5632 0.3577
H 2.2778 -0.7711 -0.6877
```

Atom charges from the Löwdin analysis, given in e for atoms 1 to 5: -0.038 -0.355 -0.228 -0.495 0.741

b.
Formula: C4H12NS
Source: the OMol25 dataset
Level of theory: the ωB97M-V functional and the def2-TZVPD basis

Properties
charge: +1
spin multiplicity: 1
SMILES string: C[C@@H]([NH3+])CCS
frontier orbital gap: 0.3321 hartree

The geometry in XYZ format:
```
18
C4H12NS, DFT the ωB97M-V functional and the def2-TZVPD basis
C 1.2513 0.3834 -1.7682
C 0.5129 -0.3535 -0.6642
C -0.7525 0.4244 -0.2308
C -1.5814 -0.1321 0.9244
S -2.1429 1.0925 2.0987
N 1.3833 -0.5747 0.5589
H 1.4161 1.4300 -1.5220
H 2.2274 -0.0813 -1.9311
H 0.7194 0.2714 -2.7069
H 0.1345 -1.3293 -0.9670
H -1.3524 0.6180 -1.1233
H -0.4272 1.4566 -0.0229
H -2.2675 -0.8593 0.4795
H -0.9102 -0.7797 1.4900
H -2.9030 0.2376 2.7901
H 1.4489 0.3354 1.0355
H 0.9178 -1.2261 1.1802
H 2.3256 -0.9133 0.3792
```

Atom charges from the Löwdin analysis, given in e for atoms 1 to 5: -0.028 -0.337 -0.243 -0.604 0.763

Relative calculated energies, zero for the most stable structure, unit kcal/mol: a 0.0; b 2.4.